# C32H82BN14O18

A 11-piece molecular cluster, C32H82BN14O18 overall (ωB97M-V with the def2-TZVPD basis set, the Open Molecules 2025 dataset).

ORCA input file:
```
! RIJCOSX wB97M-V def2-TZVPD def2/J DEFGRID3
* xyz -1 1
O 27.707 -19.570 12.192
C 26.522 -19.484 12.314
O 25.735 -18.584 11.732
B 24.317 -18.950 11.915
O 24.363 -20.019 12.929
C 25.598 -20.401 13.146
O 25.984 -21.235 13.910
O 23.769 -19.405 10.608
C 22.751 -18.639 10.294
O 21.990 -18.740 9.370
C 22.441 -17.743 11.528
O 23.468 -17.840 12.362
O 21.494 -17.021 11.573
C 25.291 -23.874 11.632
C 23.831 -24.187 11.835
C 22.990 -22.930 11.785
O 21.652 -23.317 12.036
C 20.754 -22.224 12.036
N 23.408 -25.122 10.771
H 25.556 -23.515 10.636
H 25.974 -24.688 11.883
H 25.600 -23.006 12.228
H 23.633 -24.616 12.826
H 23.088 -22.459 10.796
H 23.303 -22.255 12.589
H 19.730 -22.540 12.221
H 20.826 -21.729 11.063
H 21.040 -21.567 12.869
H 22.454 -25.438 10.913
H 23.975 -25.952 10.928
C 20.236 -13.647 10.249
C 20.076 -14.344 8.911
C 21.427 -14.370 8.205
O 21.308 -14.916 6.909
C 22.602 -14.920 6.279
N 19.622 -15.696 9.171
H 21.128 -13.992 10.792
H 19.425 -13.929 10.920
H 20.388 -12.575 10.117
H 19.405 -13.756 8.277
H 22.128 -14.914 8.858
H 21.867 -13.356 8.121
H 23.386 -14.925 7.038
H 22.662 -13.957 5.764
H 22.655 -15.792 5.636
H 19.876 -16.396 8.485
H 19.991 -16.065 10.041
C 23.367 -14.549 15.596
C 22.437 -14.686 14.399
C 21.516 -13.499 14.267
O 20.520 -13.607 15.288
C 19.604 -12.538 15.279
N 23.096 -14.975 13.105
H 23.878 -15.484 15.833
H 22.735 -14.331 16.457
H 24.114 -13.775 15.408
H 21.776 -15.529 14.651
H 20.932 -13.562 13.332
H 22.004 -12.516 14.265
H 18.807 -12.846 15.951
H 19.174 -12.385 14.278
H 20.089 -11.599 15.567
H 23.479 -15.904 13.261
H 22.307 -15.096 12.480
C 18.901 -19.206 10.876
C 18.685 -19.158 9.368
C 18.883 -20.466 8.610
O 18.411 -21.588 9.319
C 18.257 -22.711 8.482
N 17.420 -18.451 9.102
H 19.836 -19.690 11.140
H 18.017 -19.660 11.324
H 18.954 -18.147 11.128
H 19.419 -18.482 8.917
H 19.978 -20.555 8.479
H 18.495 -20.398 7.586
H 17.892 -23.545 9.078
H 19.229 -23.012 8.067
H 17.573 -22.492 7.656
H 17.207 -18.284 8.127
H 16.652 -19.025 9.446
C 25.797 -18.214 16.004
C 26.844 -18.478 17.067
C 26.414 -19.572 18.051
O 27.250 -19.711 19.182
C 27.534 -18.532 19.865
N 28.123 -18.838 16.434
H 25.465 -19.132 15.512
H 26.227 -17.556 15.249
H 24.913 -17.774 16.469
H 26.984 -17.556 17.641
H 26.435 -20.507 17.486
H 25.375 -19.440 18.393
H 26.663 -17.882 20.021
H 28.318 -17.917 19.392
H 27.968 -18.774 20.838
H 27.966 -19.574 15.750
H 28.711 -19.270 17.143
C 25.473 -15.651 9.111
C 26.264 -14.853 10.146
C 26.040 -13.357 9.970
O 26.426 -12.997 8.663
C 26.085 -11.658 8.373
N 25.872 -15.304 11.502
H 24.451 -15.849 9.461
H 25.869 -16.652 8.914
H 25.375 -15.165 8.137
H 27.335 -15.055 10.065
H 26.660 -12.823 10.700
H 24.972 -13.182 10.170
H 25.046 -11.454 8.637
H 26.275 -11.488 7.312
H 26.763 -10.964 8.890
H 25.144 -14.722 11.905
H 25.518 -16.245 11.389
C 26.854 -22.192 8.687
O 26.422 -23.320 8.515
N 27.667 -21.877 9.753
N 26.631 -21.146 7.808
H 27.719 -22.611 10.436
H 27.913 -20.935 9.999
H 26.823 -20.227 8.170
H 25.830 -21.244 7.209
C 27.129 -24.454 16.586
O 26.617 -23.498 17.117
N 27.117 -24.634 15.226
N 27.767 -25.471 17.271
H 26.644 -23.949 14.665
H 27.558 -25.419 14.783
H 28.388 -26.041 16.727
H 27.668 -25.597 18.257
C 21.348 -19.281 6.018
O 20.675 -20.033 5.330
N 22.430 -19.712 6.750
N 21.122 -17.933 6.089
H 22.577 -19.298 7.664
H 22.747 -20.633 6.515
H 21.813 -17.402 6.581
H 20.253 -17.628 5.696
C 31.555 -21.221 11.271
O 31.364 -22.369 11.611
N 30.843 -20.168 11.804
N 32.485 -20.850 10.335
H 30.108 -20.441 12.434
H 30.718 -19.300 11.314
H 32.678 -19.895 10.100
H 33.060 -21.561 9.924
*
```

Results
gap between HOMO and LUMO = 8.98 eV
HOMO = -0.2506 hartree